Entry from the Open Molecules 2025 dataset: the molecule C7H8S in a non-equilibrium geometry (ωB97M-V/def2-TZVPD).

Atoms and positions in Å:
C  1.30992  -1.45815  0.84415
C  0.46741  -0.72454  -0.18270
C  1.51048  0.41171  -1.14892
C  0.40168  0.75881  -0.18921
C  -0.62289  1.61184  0.02396
C  -1.94138  1.07823  0.42349
C  -2.14339  -0.19032  0.03406
S  -1.06895  -1.32975  -0.79130
H  2.09428  -1.98712  0.30837
H  0.67324  -2.23786  1.48150
H  1.90361  -0.79542  1.50600
H  1.15236  0.41712  -2.17671
H  2.55474  0.53623  -0.89273
H  -0.48835  2.60941  -0.27837
H  -2.72322  1.78310  0.67469
H  -3.07954  -0.48329  0.36373

- SMILES string = C[C@]12CC1=CC=CS2
- Kohn-Sham gap (eV) = 8.72
- molecular weight (g mol⁻¹) = 124.2
- HOMO (eV) = -8.143
- energy relative to the best compared isomer or geometry (same formula, charge and spin) (kcal per mole) = 71.91

Results of the Mulliken charge analysis, in e, for atoms 1 through 8: atom 1 (C): -1.2218, atom 2 (C): 0.6396, atom 3 (C): -0.7332, atom 4 (C): -0.0396, atom 5 (C): -0.2897, atom 6 (C): -0.3863, atom 7 (C): -0.4542, atom 8 (S): -0.2178